(1)
DFT (ωB97M-V with the def2-TZVPD basis set) results for C36H68BBr2Cl3F4I2N3O10S6 as an isolated structure in a non-equilibrium geometry.

Each line ends with the Löwdin charge.
Positions of all 135 atoms, in Å:
C1 -1.836 -1.303 -1.768  -0.13
C2 -1.355 -0.265 -2.786  -0.15
B1 0.008 0.553 -2.874  -0.56
O1 0.026 1.284 -4.027  -0.05
C3 1.370 0.586 -1.883  -0.10
C4 1.615 -0.953 -2.086  -0.52
Cl1 1.483 -1.337 -3.865  0.88
C5 2.870 -1.731 -1.615  -0.28
C6 2.488 -3.134 -1.047  -0.06
C7 2.577 1.520 -2.407  -0.17
C8 3.936 0.809 -2.718  -0.21
C9 4.864 1.462 -3.762  -0.12
C10 2.614 2.930 -1.585  -0.19
C11 1.671 3.885 -2.391  -0.58
Br1 1.404 3.670 -4.324  0.81
C12 1.026 5.001 -1.964  -0.74
C13 0.998 5.535 -0.553  -0.15
Br2 -0.059 6.136 -3.079  0.77
C14 4.001 3.712 -1.619  -0.60
I1 4.542 4.766 -3.478  1.07
C15 4.273 4.848 -0.567  -0.68
C16 4.001 6.349 -0.860  -0.29
I2 6.525 4.914 -0.492  0.96
C17 2.261 2.179 -0.162  -0.18
O2 1.960 3.356 0.562  -0.04
C18 2.101 3.758 1.789  -0.37
N1 2.477 4.116 2.817  0.24
C19 3.446 1.486 0.620  -0.46
Cl2 2.918 1.086 2.317  0.87
C20 4.863 2.086 0.788  -0.68
C21 5.435 2.347 2.211  -0.20
Cl3 6.055 0.799 0.205  0.67
N2 1.129 1.129 -0.443  0.17
C22 1.020 -0.127 0.416  -0.33
O3 1.930 -0.788 0.779  0.11
N3 -0.280 -0.746 0.772  0.19
C23 -0.405 -1.039 2.129  -0.52
O4 -0.507 -2.162 2.499  0.18
F1 -0.479 -0.042 3.004  0.15
C24 -0.143 1.858 -0.093  -0.55
F2 -0.204 2.029 1.223  0.22
F3 -0.334 2.956 -0.790  0.23
F4 -1.284 1.190 -0.368  0.17
H1 -2.761 -1.737 -2.182  0.03
H2 -2.139 -0.967 -0.775  0.06
H3 -1.206 -2.201 -1.613  0.08
H4 -1.463 -0.779 -3.751  0.11
H5 -2.167 0.482 -2.835  0.12
H6 -0.788 1.788 -4.126  0.11
H7 0.781 -1.555 -1.708  0.07
H8 3.544 -1.955 -2.444  0.10
H9 3.505 -1.260 -0.861  0.09
H10 2.262 -3.805 -1.879  0.08
H11 1.669 -3.068 -0.327  0.07
H12 3.393 -3.515 -0.565  0.09
H13 2.285 1.578 -3.460  0.07
H14 3.636 -0.054 -3.326  0.07
H15 4.455 0.372 -1.864  0.05
H16 5.652 2.050 -3.286  0.04
H17 5.396 0.693 -4.335  0.09
H18 4.289 2.027 -4.498  0.04
H19 1.933 5.593 -0.001  0.05
H20 0.666 6.579 -0.580  0.07
H21 0.272 5.062 0.118  0.09
H22 4.820 2.996 -1.561  0.00
H23 4.073 4.644 0.486  0.05
H24 4.832 6.928 -1.250  0.02
H25 3.794 6.806 0.122  0.09
H26 3.121 6.575 -1.464  0.05
H27 3.592 0.545 0.085  0.05
H28 5.199 2.955 0.245  -0.08
H29 4.875 3.086 2.786  0.06
H30 6.406 2.826 2.020  0.06
H31 5.708 1.432 2.734  0.06
H32 -0.391 -1.625 0.277  0.13
C25 1.276 2.735 -8.388  -0.26
S1 0.050 1.649 -7.643  0.84
O5 0.509 1.346 -6.249  -0.59
C26 0.429 0.213 -8.657  -0.26
H33 1.240 3.693 -7.872  0.04
H34 2.269 2.297 -8.279  0.06
H35 1.041 2.882 -9.442  0.06
H36 1.477 -0.059 -8.531  0.06
H37 0.220 0.441 -9.703  0.06
H38 -0.206 -0.609 -8.331  0.05
C27 -3.598 0.768 6.523  -0.27
S2 -4.139 -0.862 5.986  0.80
O6 -4.793 -1.514 7.146  -0.54
C28 -2.490 -1.565 5.839  -0.26
H39 -4.483 1.372 6.715  0.05
H40 -3.010 0.679 7.437  0.06
H41 -3.005 1.232 5.733  0.04
H42 -1.972 -1.501 6.796  0.07
H43 -1.931 -1.027 5.072  0.03
H44 -2.589 -2.607 5.549  0.02
C29 0.359 6.637 6.870  -0.27
S3 0.508 6.596 5.078  0.78
O7 0.347 7.988 4.588  -0.55
C30 -1.051 5.744 4.785  -0.28
H45 1.220 7.169 7.268  0.05
H46 -0.556 7.158 7.152  0.06
H47 0.350 5.618 7.257  0.05
H48 -1.873 6.323 5.205  0.06
H49 -1.014 4.753 5.240  0.05
H50 -1.186 5.645 3.709  0.04
C31 -2.597 -4.542 3.701  -0.30
S4 -2.608 -5.461 2.154  0.79
O8 -3.991 -5.388 1.607  -0.56
C32 -2.411 -7.081 2.902  -0.28
H51 -2.749 -3.489 3.474  0.02
H52 -3.402 -4.898 4.346  0.06
H53 -1.633 -4.672 4.194  0.06
H54 -3.222 -7.268 3.598  0.03
H55 -1.452 -7.125 3.420  0.06
H56 -2.431 -7.828 2.115  0.05
C33 -6.229 -3.212 -3.285  -0.26
S5 -4.614 -2.781 -3.939  0.83
O9 -4.279 -1.421 -3.424  -0.56
C34 -5.140 -2.585 -5.645  -0.27
H57 -6.136 -3.343 -2.209  0.06
H58 -6.937 -2.411 -3.498  0.06
H59 -6.565 -4.146 -3.737  0.06
H60 -5.920 -1.825 -5.704  0.06
H61 -5.511 -3.539 -6.021  0.06
H62 -4.279 -2.273 -6.233  0.05
C35 -4.976 -11.772 4.202  -0.27
S6 -5.008 -10.033 3.747  0.82
O10 -3.593 -9.574 3.661  -0.56
C36 -5.665 -9.439 5.311  -0.27
H63 -4.556 -12.332 3.370  0.05
H64 -4.355 -11.910 5.087  0.06
H65 -5.993 -12.114 4.394  0.05
H66 -4.999 -9.729 6.124  0.06
H67 -6.660 -9.856 5.468  0.05
H68 -5.731 -8.353 5.261  0.05

Properties
E_LUMO	-3.8	eV
M	1502.13	g mol⁻¹
spin multiplicity	1
charge	+1

---

(2)
DFT (ωB97M-V with the def2-TZVPD basis set) results for one molecule with the formula C25H28N4O2.

Each line ends with the Löwdin charge.
Positions of all 59 atoms, in Å:
C1 -6.207 -5.775 -0.193  -0.08
C2 -5.985 -5.643 -1.704  -0.26
N1 -5.020 -4.643 -2.127  -0.20
C3 -3.655 -4.881 -1.690  -0.26
C4 -3.121 -6.250 -2.099  -0.09
C5 -5.454 -3.283 -1.860  -0.18
C6 -4.849 -2.275 -2.855  -0.15
N2 -3.708 -1.565 -2.329  0.06
C7 -3.755 -0.249 -2.009  -0.46
O1 -4.734 0.445 -2.205  0.07
C8 -2.493 0.288 -1.421  -0.14
C9 -1.693 -0.454 -0.556  -0.04
C10 -0.547 0.098 -0.021  -0.02
C11 -0.167 1.401 -0.347  -0.21
N3 1.006 1.894 0.218  0.12
C12 1.639 3.091 -0.008  -0.46
O2 1.240 3.941 -0.777  0.07
C13 2.874 3.237 0.788  0.01
C14 3.648 4.320 0.658  0.00
C15 4.873 4.538 1.407  -0.27
C16 5.638 5.708 1.170  0.00
C17 6.788 5.907 1.878  0.00
C18 7.189 4.947 2.831  -0.16
C19 8.355 5.066 3.611  -0.04
C20 8.681 4.098 4.519  -0.08
C21 7.859 2.971 4.686  -0.08
C22 6.721 2.823 3.945  -0.01
C23 6.355 3.805 2.998  -0.22
N4 5.230 3.628 2.289  0.17
C24 -0.973 2.151 -1.201  0.01
C25 -2.126 1.597 -1.717  0.00
H1 -6.969 -6.527 -0.001  0.07
H2 -5.293 -6.080 0.311  0.06
H3 -6.541 -4.832 0.232  0.07
H4 -5.666 -6.606 -2.108  0.10
H5 -6.935 -5.390 -2.184  0.11
H6 -3.035 -4.125 -2.180  0.10
H7 -3.540 -4.750 -0.599  0.12
H8 -3.336 -6.432 -3.148  0.08
H9 -2.043 -6.275 -1.955  0.07
H10 -3.559 -7.047 -1.505  0.06
H11 -5.212 -2.952 -0.836  0.13
H12 -6.539 -3.259 -1.970  0.12
H13 -5.585 -1.503 -3.091  0.12
H14 -4.575 -2.803 -3.773  0.13
H15 -2.855 -2.076 -2.173  0.11
H16 -1.976 -1.458 -0.268  0.11
H17 0.062 -0.482 0.659  0.11
H18 1.460 1.261 0.863  0.14
H19 3.153 2.459 1.484  0.10
H20 3.354 5.088 -0.045  0.12
H21 5.300 6.422 0.434  0.11
H22 7.398 6.787 1.723  0.12
H23 8.984 5.936 3.478  0.11
H24 9.576 4.192 5.117  0.10
H25 8.137 2.220 5.411  0.10
H26 6.076 1.965 4.060  0.11
H27 -0.690 3.160 -1.449  0.10
H28 -2.765 2.175 -2.367  0.12

Properties
E_LUMO	-0.6	eV
relative energy (zero: lowest compared OMol25 entry of this formula, charge and spin)	0.870	eV
M	416.52	g mol⁻¹
structure (SMILES)	CCN(CC)CCNC(=O)c1ccc(NC(=O)/C=C/c2ccc3ccccc3n2)cc1
spin multiplicity	1

---

(3)
DFT (ωB97M-V with the def2-TZVPD basis set) results for a 2-piece molecular cluster, C4H6Br2O overall in a non-equilibrium geometry.

Each line ends with the Löwdin charge.
Positions of all 13 atoms, in Å:
C1 0.783 0.916 0.634  -0.16
C2 -0.044 0.172 -0.355  -0.97
C3 1.389 -0.188 -0.115  -0.57
C4 -1.075 -0.852 0.046  -0.13
O1 2.655 0.942 -1.935  -0.23
Br1 -0.310 1.010 -2.002  0.85
Br2 1.922 -1.927 0.431  0.80
H1 0.947 1.914 0.267  0.10
H2 0.628 0.951 1.748  0.14
H3 -2.061 -0.687 -0.418  0.08
H4 -0.902 -0.883 1.138  0.09
H5 -0.754 -1.829 -0.456  0.08
H6 3.264 0.391 -2.322  -0.10

Properties
E_LUMO	-2.0	eV
relative energy (zero: lowest compared OMol25 entry of this formula, charge and spin)	5.853	eV
M	229.90	g mol⁻¹
spin multiplicity	1

---

(4)
DFT (ωB97M-V with the def2-TZVPD basis set) results for an isolated ion of composition C6H14NO and charge -1 in a non-equilibrium geometry.

Each line ends with the Löwdin charge.
Positions of all 22 atoms, in Å:
C1 1.588 -3.293 -0.107  -0.10
C2 1.367 -1.832 0.423  -0.28
N1 -0.023 -1.493 -0.003  -0.12
C3 -0.443 -0.114 0.403  -0.24
C4 -0.235 0.925 -0.700  -0.22
C5 -0.452 2.461 -0.349  -0.21
C6 -1.862 2.902 0.229  -0.53
O1 -2.250 1.995 1.156  -0.38
H1 0.579 -3.567 -0.367  0.05
H2 1.921 -3.940 0.722  0.06
H3 2.293 -3.347 -0.918  0.05
H4 2.124 -1.088 0.183  0.09
H5 1.229 -1.880 1.511  0.10
H6 -0.097 -1.717 -0.987  0.08
H7 0.192 0.144 1.227  0.09
H8 -1.460 -0.125 0.777  0.09
H9 -1.003 0.659 -1.464  0.11
H10 0.812 0.918 -1.037  0.09
H11 -0.112 2.981 -1.253  0.07
H12 0.275 2.511 0.498  0.09
H13 -2.537 3.033 -0.676  0.06
H14 -1.907 3.866 0.732  0.05

Properties
E_LUMO	3.5	eV
relative energy (zero: lowest compared OMol25 entry of this formula, charge and spin)	1.606	eV
M	116.18	g mol⁻¹
structure (SMILES)	CCNCCCC[O-]
spin multiplicity	1
charge	-1

---

(5)
DFT (ωB97M-V with the def2-TZVPD basis set) results for C2H7OS as an isolated structure in a non-equilibrium geometry.

Each line ends with the Löwdin charge.
Positions of all 11 atoms, in Å:
O1 3.094 0.535 1.312  -0.40
H1 2.838 -0.470 1.605  0.04
C1 -1.709 -0.440 -0.669  -0.24
C2 -0.298 0.155 -0.403  -0.83
S1 -0.089 0.972 1.198  0.25
H2 -2.452 0.360 -0.863  0.04
H3 -2.223 -0.873 0.150  0.02
H4 -1.663 -1.058 -1.659  0.08
H5 0.474 -0.678 -0.637  0.06
H6 0.133 0.865 -1.120  0.02
H7 1.894 0.633 1.086  -0.04

Properties
E_LUMO	4.3	eV
relative energy (zero: lowest compared OMol25 entry of this formula, charge and spin)	1.458	eV
M	79.14	g mol⁻¹
spin multiplicity	1
charge	-1

---

Please write out number 2 again, unchanged.
DFT (ωB97M-V with the def2-TZVPD basis set) results for one molecule with the formula C25H28N4O2.

Each line ends with the Löwdin charge.
Positions of all 59 atoms, in Å:
C1 -6.207 -5.775 -0.193  -0.08
C2 -5.985 -5.643 -1.704  -0.26
N1 -5.020 -4.643 -2.127  -0.20
C3 -3.655 -4.881 -1.690  -0.26
C4 -3.121 -6.250 -2.099  -0.09
C5 -5.454 -3.283 -1.860  -0.18
C6 -4.849 -2.275 -2.855  -0.15
N2 -3.708 -1.565 -2.329  0.06
C7 -3.755 -0.249 -2.009  -0.46
O1 -4.734 0.445 -2.205  0.07
C8 -2.493 0.288 -1.421  -0.14
C9 -1.693 -0.454 -0.556  -0.04
C10 -0.547 0.098 -0.021  -0.02
C11 -0.167 1.401 -0.347  -0.21
N3 1.006 1.894 0.218  0.12
C12 1.639 3.091 -0.008  -0.46
O2 1.240 3.941 -0.777  0.07
C13 2.874 3.237 0.788  0.01
C14 3.648 4.320 0.658  0.00
C15 4.873 4.538 1.407  -0.27
C16 5.638 5.708 1.170  0.00
C17 6.788 5.907 1.878  0.00
C18 7.189 4.947 2.831  -0.16
C19 8.355 5.066 3.611  -0.04
C20 8.681 4.098 4.519  -0.08
C21 7.859 2.971 4.686  -0.08
C22 6.721 2.823 3.945  -0.01
C23 6.355 3.805 2.998  -0.22
N4 5.230 3.628 2.289  0.17
C24 -0.973 2.151 -1.201  0.01
C25 -2.126 1.597 -1.717  0.00
H1 -6.969 -6.527 -0.001  0.07
H2 -5.293 -6.080 0.311  0.06
H3 -6.541 -4.832 0.232  0.07
H4 -5.666 -6.606 -2.108  0.10
H5 -6.935 -5.390 -2.184  0.11
H6 -3.035 -4.125 -2.180  0.10
H7 -3.540 -4.750 -0.599  0.12
H8 -3.336 -6.432 -3.148  0.08
H9 -2.043 -6.275 -1.955  0.07
H10 -3.559 -7.047 -1.505  0.06
H11 -5.212 -2.952 -0.836  0.13
H12 -6.539 -3.259 -1.970  0.12
H13 -5.585 -1.503 -3.091  0.12
H14 -4.575 -2.803 -3.773  0.13
H15 -2.855 -2.076 -2.173  0.11
H16 -1.976 -1.458 -0.268  0.11
H17 0.062 -0.482 0.659  0.11
H18 1.460 1.261 0.863  0.14
H19 3.153 2.459 1.484  0.10
H20 3.354 5.088 -0.045  0.12
H21 5.300 6.422 0.434  0.11
H22 7.398 6.787 1.723  0.12
H23 8.984 5.936 3.478  0.11
H24 9.576 4.192 5.117  0.10
H25 8.137 2.220 5.411  0.10
H26 6.076 1.965 4.060  0.11
H27 -0.690 3.160 -1.449  0.10
H28 -2.765 2.175 -2.367  0.12

Properties
E_LUMO	-0.6	eV
relative energy (zero: lowest compared OMol25 entry of this formula, charge and spin)	0.870	eV
M	416.52	g mol⁻¹
structure (SMILES)	CCN(CC)CCNC(=O)c1ccc(NC(=O)/C=C/c2ccc3ccccc3n2)cc1
spin multiplicity	1

---

- Look up the M of the fifth one.
  79.14 g mol⁻¹